52
Properties=species:S:1:pos:R:3 method="wB97M-V/def2-TZVPD" homo_lumo_gap_ev=6.31 total_charge=-1
Ta -0.021 -0.018 -0.032
Cl -4.084 3.830 -5.492
O -1.368 1.486 -0.865
O 1.859 0.664 -0.919
O 0.454 -1.529 -0.865
O -0.349 -0.108 -2.312
O 5.066 -2.088 -0.761
O -1.988 -2.268 0.762
N 2.678 -1.339 0.029
N -0.014 -0.382 2.390
N -0.959 2.901 1.756
N 1.670 -1.181 0.955
C -3.466 3.645 -2.837
C 3.663 0.480 -2.957
C -1.190 -0.096 4.449
C 0.862 -1.147 3.064
C -3.263 3.111 -4.121
C 3.755 -0.372 -1.861
C 4.645 0.529 -3.926
C -0.899 0.372 -3.292
C -1.964 1.996 -1.882
C 0.776 -1.438 4.408
C -3.336 -0.328 0.761
C 5.761 -0.294 -3.812
C -0.651 1.916 1.208
C -1.011 0.140 3.091
C -1.989 -1.061 0.579
C -0.293 -0.899 5.114
C -2.837 3.106 -1.747
C 2.673 -0.358 -0.841
C 4.882 -1.212 -1.766
C -1.787 1.490 -3.190
C 1.958 -1.536 2.138
C 5.878 -1.158 -2.741
C -2.431 2.042 -4.303
H -1.679 0.768 2.548
H -2.027 0.357 4.963
H 4.543 1.207 -4.763
H 6.540 -0.260 -4.565
H -2.995 3.522 -0.760
H -4.116 -1.039 1.043
H 4.238 -2.048 -0.211
H -0.408 -1.096 6.173
H 2.881 -2.019 2.426
H -3.273 0.449 1.520
H 6.737 -1.808 -2.640
H -2.270 1.627 -5.291
H -4.125 4.492 -2.705
H 1.527 -2.053 4.883
H 2.796 1.121 -3.037
H -0.723 -0.065 -4.290
H -3.608 0.156 -0.179